1.
68
Properties=species:S:1:pos:R:3:nbo_charge:R:1 method="wB97M-V/def2-TZVPD" total_charge=-2 multiplicity=1 de_lowest_kcal_mol=349.2 gap_ev=7.464
O -0.830 0.951 3.194 -0.55
C -0.847 0.420 1.987 0.65
O -0.454 0.960 0.910 -0.62
B -0.765 -0.113 -0.070 1.21
O -1.409 -1.180 0.718 -0.57
C -1.526 -0.837 1.852 0.72
O -1.825 -1.531 2.807 -0.58
O 0.309 -0.675 -0.920 -0.65
C 0.078 -0.423 -2.109 0.70
O 0.840 -0.601 -2.992 -0.56
C -1.242 0.112 -2.226 0.70
O -1.719 0.412 -1.074 -0.61
O -1.701 0.552 -3.315 -0.62
O 0.716 -1.812 3.534 -0.53
C 1.454 -1.112 2.906 0.68
O 1.506 -1.278 1.668 -0.62
B 2.471 -0.182 1.132 1.15
O 2.807 0.576 2.351 -0.57
C 2.251 -0.077 3.231 0.60
O 2.485 0.176 4.443 -0.52
O 1.824 0.570 0.039 -0.63
C 2.540 0.481 -0.955 0.65
O 2.128 1.160 -1.894 -0.57
C 3.735 -0.182 -0.690 0.66
O 3.617 -0.707 0.500 -0.64
O 4.618 -0.450 -1.442 -0.50
O -1.442 3.421 0.227 -0.98
H -1.111 3.973 0.872 0.47
H -1.123 2.407 0.350 0.49
O -0.574 -2.557 -5.074 -0.93
H -1.215 -2.841 -5.528 0.44
H -0.684 -1.618 -4.935 0.48
O -3.471 3.018 -2.890 -0.93
H -3.771 2.217 -2.821 0.44
H -2.606 2.635 -2.863 0.48
O -1.289 1.920 6.067 -1.02
H -1.217 0.981 5.798 0.49
H -1.095 2.432 5.304 0.44
O -3.271 -1.680 4.073 -1.01
H -3.273 -2.539 4.492 0.44
H -2.818 -1.762 3.162 0.45
O 2.107 0.071 -5.276 -0.97
H 1.552 -0.175 -4.476 0.49
H 2.905 0.194 -4.819 0.46
O -1.442 0.177 -5.899 -1.00
H -1.780 0.910 -6.355 0.46
H -1.420 0.285 -4.919 0.50
O -1.308 3.169 -3.910 -0.93
H -1.208 2.677 -4.791 0.47
H -0.671 3.826 -4.009 0.47
O 3.224 -3.213 -3.491 -0.98
H 3.307 -3.216 -2.535 0.49
H 2.246 -3.075 -3.667 0.48
O 1.906 -3.172 -1.244 -0.95
H 1.509 -3.728 -0.648 0.47
H 1.442 -2.336 -1.024 0.48
O -1.274 3.190 4.239 -0.93
H -2.106 3.457 3.741 0.47
H -1.331 2.241 3.987 0.50
O 2.297 3.314 1.191 -0.92
H 2.085 2.548 0.793 0.46
H 2.781 3.777 0.519 0.45
O -0.511 -0.685 5.126 -1.07
H 0.168 -1.172 4.463 0.47
H -1.517 -0.966 4.993 0.48
O -1.300 -4.559 2.782 -0.94
H -1.676 -3.658 2.649 0.48
H -2.084 -5.099 2.758 0.45

---

2.
61
Properties=species:S:1:pos:R:3:nbo_charge:R:1 method="wB97M-V/def2-TZVPD" multiplicity=1 gap_ev=8.928 smiles="N[C@H]1C[C@@H](I)NC1=O.COCCOCCOC.COCCOCCOC"
N -0.062 -0.289 -5.253 -0.81
C -1.380 0.071 -5.912 -0.15
C -2.753 -0.754 -5.427 -0.43
C -3.758 0.584 -5.416 -0.20
I -5.838 0.343 -4.787 0.17
N -2.846 1.554 -4.637 -0.71
C -1.642 1.682 -5.594 0.67
O -1.033 2.773 -6.063 -0.57
H -0.187 -0.056 -4.234 0.35
H 0.621 0.438 -5.603 0.37
H -1.268 -0.111 -7.068 0.22
H -3.172 -1.374 -6.329 0.23
H -2.638 -1.331 -4.391 0.25
H -3.568 0.982 -6.525 0.21
H -3.217 2.529 -4.529 0.39
C -1.741 0.793 -1.533 -0.25
O -1.807 -0.533 -1.033 -0.55
C -0.607 -1.264 -1.294 -0.09
C -0.599 -2.574 -0.501 -0.09
O -0.154 -2.400 0.850 -0.55
C -1.107 -1.803 1.738 -0.09
C -2.213 -2.775 2.158 -0.09
O -3.241 -2.818 1.166 -0.55
C -4.154 -3.879 1.390 -0.25
H -1.562 0.791 -2.612 0.17
H -2.698 1.283 -1.335 0.20
H -0.953 1.352 -1.018 0.17
H 0.266 -0.660 -1.022 0.18
H -0.578 -1.488 -2.366 0.16
H 0.135 -3.244 -0.962 0.19
H -1.565 -3.083 -0.536 0.20
H -1.510 -0.877 1.323 0.20
H -0.537 -1.534 2.634 0.19
H -2.665 -2.431 3.094 0.17
H -1.792 -3.778 2.302 0.17
H -3.643 -4.843 1.307 0.16
H -4.931 -3.832 0.623 0.19
H -4.623 -3.783 2.374 0.17
C 5.216 3.562 4.927 -0.25
O 4.227 2.637 4.504 -0.55
C 2.912 3.192 4.565 -0.09
C 1.916 2.285 3.839 -0.09
O 1.900 2.503 2.422 -0.54
C 3.011 1.952 1.704 -0.09
C 2.914 0.434 1.537 -0.10
O 3.407 -0.228 2.705 -0.55
C 3.108 -1.613 2.698 -0.25
H 5.024 3.889 5.953 0.16
H 6.189 3.065 4.892 0.19
H 5.242 4.424 4.253 0.16
H 2.906 4.190 4.111 0.17
H 2.631 3.269 5.621 0.17
H 0.909 2.545 4.181 0.19
H 2.073 1.230 4.073 0.20
H 3.961 2.257 2.149 0.20
H 2.963 2.405 0.707 0.19
H 3.531 0.120 0.689 0.17
H 1.871 0.145 1.358 0.18
H 2.026 -1.768 2.723 0.17
H 3.544 -2.063 3.594 0.19
H 3.539 -2.097 1.816 0.17

---

3.
98
Properties=species:S:1:pos:R:3:lowdin_spin:R:1 method="wB97M-V/def2-TZVPD" total_charge=-1 s_squared=8.778 multiplicity=6 de_lowest_kcal_mol=25.4 gap_ev="5.727 / 7.074"
Ru 13.124 -13.159 -12.048 3.35
C 11.321 -18.341 -13.356 0.04
C 11.383 -17.122 -13.970 0.00
C 12.095 -16.040 -13.434 0.05
C 12.773 -16.223 -12.254 0.03
C 12.751 -17.469 -11.634 0.04
C 12.005 -18.521 -12.154 0.00
N 13.453 -15.204 -11.562 0.35
N 14.459 -15.732 -10.838 0.38
C 15.120 -15.044 -9.858 0.03
C 16.456 -15.432 -9.686 0.06
C 17.290 -14.848 -8.761 0.00
C 16.799 -13.947 -7.851 0.07
C 15.506 -13.568 -7.947 0.00
C 14.674 -14.081 -8.909 0.07
H 10.791 -19.104 -13.867 0.00
H 10.796 -17.013 -14.860 0.00
H 12.112 -15.065 -13.899 0.01
H 13.243 -17.621 -10.691 0.00
H 12.024 -19.480 -11.640 0.00
H 16.827 -16.143 -10.375 0.00
H 18.346 -15.190 -8.721 0.00
H 17.355 -13.470 -7.028 0.00
H 15.097 -12.866 -7.271 0.00
C 12.895 -13.584 -16.727 0.00
C 14.124 -13.816 -17.206 0.00
C 15.162 -13.826 -16.260 0.00
C 14.899 -13.602 -14.895 0.01
N 13.657 -13.312 -14.492 0.06
C 12.666 -13.290 -15.410 0.01
C 16.030 -13.516 -13.903 0.01
C 17.346 -13.772 -14.193 0.00
C 18.309 -13.620 -13.169 0.00
C 17.890 -13.162 -11.906 0.00
C 16.562 -12.953 -11.717 0.00
N 15.616 -13.141 -12.669 0.05
H 12.026 -13.709 -17.353 0.00
H 14.350 -14.031 -18.236 0.00
H 16.166 -14.059 -16.590 0.00
H 11.673 -13.060 -15.022 0.00
H 17.587 -14.089 -15.207 0.00
H 19.335 -13.850 -13.336 0.00
H 18.583 -12.954 -11.127 0.00
H 16.123 -12.629 -10.758 0.00
O 13.193 -10.076 -13.196 0.01
S 12.966 -10.445 -11.786 0.01
O 11.839 -11.450 -11.683 0.10
O 14.116 -11.408 -11.248 0.16
O 12.846 -9.326 -10.862 0.02
C 12.886 -12.245 -8.502 0.01
C 13.218 -13.708 -8.762 0.02
O 12.331 -14.566 -8.734 0.02
H 11.982 -11.960 -9.045 0.00
H 13.668 -11.530 -8.741 0.00
H 12.623 -12.257 -7.434 0.00
F 7.533 -14.760 -18.502 0.00
C 6.653 -14.825 -17.465 0.00
F 5.562 -14.079 -17.813 0.00
F 6.289 -16.108 -17.414 0.00
C 7.231 -14.378 -16.138 0.00
C 6.584 -13.515 -15.252 0.00
C 7.136 -13.210 -13.979 0.00
C 8.342 -13.771 -13.553 0.00
C 8.925 -14.676 -14.427 0.00
C 8.412 -14.954 -15.676 0.00
P 9.432 -13.578 -12.110 0.02
C 8.595 -12.026 -11.517 0.00
C 8.912 -10.824 -12.158 0.00
C 8.555 -9.582 -11.601 0.00
C 7.824 -9.522 -10.423 0.00
C 7.455 -10.698 -9.775 0.00
C 7.924 -11.905 -10.338 0.00
C 7.390 -8.168 -9.909 0.00
F 8.470 -7.393 -9.999 0.00
F 6.374 -7.664 -10.613 0.00
F 6.976 -8.154 -8.660 0.00
C 8.638 -14.837 -11.031 0.00
C 7.374 -15.328 -11.118 0.00
C 6.944 -16.252 -10.161 0.00
C 7.762 -16.769 -9.182 0.00
C 9.094 -16.283 -9.109 0.00
C 9.490 -15.332 -10.052 0.00
C 7.219 -17.694 -8.118 0.00
F 5.873 -17.711 -8.055 0.00
F 7.594 -18.979 -8.222 0.00
F 7.677 -17.267 -6.913 0.00
H 5.570 -13.164 -15.480 0.00
H 6.696 -12.417 -13.331 0.00
H 9.873 -15.177 -14.152 0.00
H 8.995 -15.591 -16.341 0.00
H 9.472 -10.851 -13.112 0.00
H 8.794 -8.670 -12.165 0.00
H 6.932 -10.720 -8.817 0.00
H 7.753 -12.820 -9.774 0.00
H 6.692 -15.021 -11.888 0.00
H 5.880 -16.549 -10.091 0.00
H 9.787 -16.691 -8.350 0.00
H 10.459 -14.949 -10.009 0.00

---

4.
101
Properties=species:S:1:pos:R:3:lowdin_spin:R:1 method="wB97M-V/def2-TZVPD" s_squared=3.767 multiplicity=4 de_lowest_kcal_mol=0.0 gap_ev="6.633 / 7.290"
V 0.905 -0.117 0.108 2.76
C 2.492 1.391 3.376 0.00
C 2.089 0.408 4.475 0.00
C 1.085 1.035 5.448 0.00
C 1.731 -1.017 4.043 0.00
C 2.235 -2.026 4.867 0.00
C 2.130 -3.358 4.530 0.00
C 1.544 -3.707 3.326 0.00
C 1.006 -2.754 2.467 0.00
C 0.389 -3.293 1.181 0.01
C -1.104 -2.992 1.038 0.01
C 1.144 -2.979 -0.119 0.02
C 1.050 -1.408 2.877 0.00
N 0.442 -0.411 2.063 0.01
C -0.439 0.380 2.591 0.05
C -1.071 1.541 2.027 0.01
C -2.111 2.061 2.833 0.01
C -2.880 3.131 2.465 0.01
C -2.610 3.738 1.229 0.01
C -1.594 3.295 0.426 0.00
C -0.769 2.191 0.779 0.02
N 0.217 1.766 -0.033 0.00
C 0.743 2.575 -1.062 0.00
C 1.435 3.761 -0.744 0.00
C 2.046 4.468 -1.770 0.00
C 2.024 4.015 -3.080 0.00
C 1.368 2.839 -3.378 0.00
C 0.710 2.112 -2.386 0.00
C -0.013 0.838 -2.779 0.01
C 0.961 -0.276 -3.172 0.01
C -1.017 1.090 -3.907 0.00
C 1.597 4.262 0.678 0.00
C 0.988 5.655 0.856 0.00
C 3.068 4.263 1.103 0.00
H 3.055 2.208 3.835 0.00
H 1.644 1.846 2.862 0.00
H 3.129 0.927 2.626 0.00
H 3.005 0.252 5.052 0.00
H 0.209 1.430 4.930 0.00
H 1.549 1.876 5.967 0.00
H 0.746 0.318 6.198 0.00
H 2.754 -1.741 5.775 0.00
H 2.535 -4.122 5.181 0.00
H 1.499 -4.751 3.040 0.00
H 0.487 -4.376 1.289 0.00
H -1.286 -1.943 0.800 0.00
H -1.642 -3.230 1.957 0.00
H -1.534 -3.586 0.228 0.00
H 0.877 -2.002 -0.569 0.02
H 0.812 -3.659 -0.906 0.00
H 2.225 -3.029 -0.017 0.00
H -0.772 0.140 3.603 0.00
H -2.301 1.571 3.784 0.00
H -3.670 3.501 3.104 0.00
H -3.213 4.576 0.899 0.00
H -1.407 3.779 -0.524 0.00
H 2.581 5.381 -1.536 0.00
H 2.527 4.574 -3.859 0.00
H 1.359 2.476 -4.399 0.00
H -0.582 0.499 -1.905 0.01
H 1.524 -0.002 -4.066 0.00
H 0.427 -1.206 -3.383 0.00
H 1.697 -0.474 -2.386 0.00
H -0.506 1.388 -4.824 0.00
H -1.716 1.885 -3.644 0.00
H -1.585 0.184 -4.134 0.00
H 1.075 3.578 1.348 0.00
H 1.536 6.398 0.271 0.00
H 1.038 5.960 1.903 0.00
H -0.058 5.684 0.544 0.00
H 3.652 4.966 0.503 0.00
H 3.509 3.273 0.996 0.00
H 3.154 4.573 2.147 0.00
F 3.667 -1.050 0.687 0.01
C 3.070 -0.051 -0.110 -0.01
F 3.630 1.145 0.342 0.01
H 3.532 -0.197 -1.099 0.00
N -7.870 0.122 0.670 0.00
C -9.138 0.350 0.181 0.00
C -10.391 0.369 0.784 0.00
C -11.467 0.643 -0.036 0.00
C -11.302 0.889 -1.409 0.00
C -10.056 0.870 -2.000 0.00
C -8.956 0.596 -1.187 0.00
N -7.613 0.520 -1.509 0.00
C -7.006 0.241 -0.390 0.00
C -5.556 0.077 -0.260 0.00
C -4.745 0.276 -1.373 0.00
C -3.376 0.137 -1.232 0.00
N -2.775 -0.180 -0.085 0.00
C -3.558 -0.382 0.968 0.00
C -4.938 -0.267 0.937 0.00
H -7.620 -0.061 1.625 0.00
H -10.521 0.179 1.842 0.00
H -12.462 0.669 0.387 0.00
H -12.176 1.099 -2.011 0.00
H -9.923 1.058 -3.056 0.00
H -5.182 0.541 -2.326 0.00
H -2.732 0.301 -2.086 0.00
H -3.060 -0.644 1.896 0.00
H -5.494 -0.446 1.848 0.00

---

So what do the calculations give for E_tot? Going down the list: -71530.5964, -42566.5265, -110546.6078, -84997.4211 eV.